{
  "formula": "C29H54ErN2O3",
  "method": "wB97M-V/def2-TZVPD",
  "spin_multiplicity": 4,
  "total_charge": 3,
  "orbital_gap_ev": [6.96, 4.61],
  "elements": ["C", "C", "C", "C", "C", "C", "C", "C", "C", "C", "C", "C", "C", "C", "C", "C", "C", "C", "N", "C", "C", "N", "O", "C", "C", "C", "O", "O", "C", "C", "C", "C", "C", "C", "H", "H", "H", "H", "H", "H", "H", "H", "H", "H", "H", "H", "H", "H", "H", "H", "H", "H", "H", "H", "H", "H", "H", "H", "H", "H", "H", "H", "H", "H", "H", "H", "H", "H", "H", "H", "H", "H", "H", "H", "H", "H", "H", "H", "H", "H", "H", "H", "H", "H", "H", "H", "H", "H", "Er"],
  "positions_angstrom": [[-8.39722, 6.22212, 2.42634], [-7.13565, 6.96117, 1.94154], [-6.20560, 7.21675, 3.13559], [-4.76404, 7.53158, 2.66516], [-3.94851, 6.16837, 2.61847], [-3.58351, 5.72700, 4.02559], [-2.07210, 5.24073, 4.03042], [-1.97853, 3.81633, 4.64703], [-1.56161, 2.71514, 3.63274], [-0.07057, 2.38995, 3.79563], [0.60851, 1.75567, 2.56581], [2.04652, 1.34044, 2.93079], [2.35727, -0.16782, 2.76998], [2.51881, -0.59585, 1.28572], [3.88897, -1.30347, 1.04624], [3.80160, -2.74224, 0.47608], [3.90521, -2.85913, -1.06395], [4.94661, -3.84070, -1.39874], [5.83318, -4.60045, -1.52018], [2.63194, -3.28420, -1.80984], [1.54889, -2.19125, -1.79338], [0.59141, -1.56952, -2.07167], [2.11538, -4.37865, -1.12694], [0.77037, -4.70412, -1.44847], [0.49986, -6.22882, -1.21636], [1.76965, -7.00939, -0.88162], [-0.43828, -6.35883, -0.17044], [2.79339, -3.67971, -3.12282], [2.94363, -2.57785, -3.99009], [3.22931, -3.08138, -5.39741], [3.37598, -1.85567, -6.34315], [2.11231, -4.00860, -5.94703], [0.68005, -3.57056, -5.61883], [2.23563, -5.48819, -5.53503], [-9.09882, 6.92430, 2.87093], [-8.89555, 5.70708, 1.60944], [-8.15503, 5.47582, 3.18223], [-7.43191, 7.88255, 1.44638], [-6.61840, 6.33341, 1.21081], [-6.57909, 8.07287, 3.70792], [-6.25962, 6.34552, 3.78625], [-4.81746, 7.91758, 1.64338], [-4.29492, 8.26207, 3.31935], [-3.04578, 6.41867, 2.03944], [-4.46496, 5.36306, 2.10202], [-3.70923, 6.54610, 4.73410], [-4.26287, 4.94217, 4.34776], [-1.66587, 5.19559, 3.02349], [-1.54212, 5.94994, 4.65877], [-1.24081, 3.82276, 5.45265], [-2.94817, 3.54149, 5.05836], [-2.15769, 1.83072, 3.84656], [-1.77474, 3.05550, 2.61624], [0.04778, 1.67168, 4.60874], [0.46828, 3.30448, 4.04527], [0.00000, 0.95921, 2.13103], [0.65757, 2.53977, 1.80435], [2.73502, 1.86940, 2.27215], [2.24728, 1.57735, 3.97412], [3.20849, -0.44925, 3.38387], [1.48376, -0.68211, 3.17875], [1.72436, -1.30653, 1.05121], [2.47313, 0.28270, 0.64190], [4.58048, -0.71075, 0.44781], [4.34233, -1.42191, 2.02747], [4.65656, -3.26871, 0.88990], [2.91964, -3.21837, 0.89906], [4.26406, -1.91208, -1.47262], [0.08006, -4.18656, -0.78131], [0.53607, -4.51573, -2.51854], [0.07851, -6.65734, -2.12473], [2.39322, -7.06747, -1.77267], [1.46568, -8.02653, -0.64364], [2.32556, -6.59923, -0.04357], [0.06130, -6.39218, 0.65104], [2.03314, -1.97200, -4.00487], [3.72327, -1.87640, -3.68738], [4.17167, -3.62171, -5.37712], [4.27098, -1.96255, -6.94603], [3.38476, -0.92514, -5.77667], [2.55418, -1.81043, -7.05814], [2.19979, -3.98449, -7.03274], [0.49970, -2.46696, -5.79048], [-0.06414, -4.10050, -6.21366], [0.46246, -3.83710, -4.54611], [1.90144, -5.62266, -4.50580], [1.57351, -6.09821, -6.14911], [3.25263, -5.83162, -5.69140], [-0.47454, -2.13450, -3.82177]],
  "forces_ev_per_angstrom": [[0.054, 0.141, 0.024], [-0.086, -0.713, 0.248], [-0.186, -0.097, -0.373], [-0.984, 0.522, 0.540], [0.795, -0.945, -0.192], [-0.916, 0.239, 0.282], [0.165, -0.215, 0.340], [-0.555, -0.552, -0.904], [0.149, 0.496, 0.548], [-0.219, -0.577, -0.581], [0.075, 0.878, 0.205], [0.216, -0.941, -0.429], [-1.206, 0.615, -0.346], [1.090, -0.281, 0.399], [-0.554, -0.493, 0.063], [0.205, 0.863, 0.563], [0.435, -0.021, -0.302], [2.386, -2.152, -0.174], [-2.456, 2.022, 0.104], [0.059, -1.326, 1.917], [-2.059, 1.249, -0.642], [3.349, -0.551, 2.892], [-0.283, 0.929, -0.392], [-0.411, -1.413, -0.133], [0.728, 0.058, 0.752], [-0.353, -0.169, -0.660], [-0.227, 0.197, -0.335], [-0.356, 1.070, 0.063], [0.944, -0.353, -1.500], [-0.767, 0.611, -0.426], [-0.209, -0.439, 0.308], [0.172, -0.686, 0.126], [0.025, 0.521, 0.178], [-0.473, 0.374, -0.184], [-0.069, -0.010, 0.042], [-0.055, 0.094, -0.123], [0.024, -0.068, -0.008], [0.254, 0.151, -0.045], [-0.025, 0.032, -0.109], [0.322, 0.029, 0.243], [0.053, 0.043, 0.175], [0.710, -0.107, -0.147], [0.071, 0.110, -0.087], [-0.308, 0.380, -0.283], [-0.038, 0.059, -0.149], [0.374, -0.060, 0.219], [-0.066, -0.019, 0.002], [0.246, 0.264, 0.035], [0.192, 0.267, -0.360], [-0.179, 0.332, 0.234], [0.107, -0.031, 0.393], [-0.034, -0.131, -0.262], [-0.048, -0.124, -0.080], [-0.025, 0.252, 0.301], [0.165, -0.043, 0.102], [0.069, -0.240, 0.208], [-0.075, -0.084, -0.148], [0.220, 0.270, 0.334], [0.096, 0.360, -0.055], [0.150, 0.025, -0.122], [0.143, -0.246, 0.165], [-0.179, 0.139, -0.283], [-0.367, 0.002, -0.085], [-0.008, 0.131, 0.012], [0.231, 0.057, -0.056], [0.004, -0.251, -0.135], [-0.098, -0.233, -0.294], [-0.112, 0.169, 0.001], [-0.014, 0.268, -0.074], [0.275, 0.210, 0.162], [-0.326, 0.037, 0.080], [0.329, 0.063, 0.153], [-0.004, -0.042, 0.045], [0.061, 0.115, -0.004], [-0.119, -0.155, 0.226], [-0.335, 0.239, -0.186], [0.170, -0.139, 0.211], [-0.013, -0.219, 0.072], [0.181, 0.269, 0.071], [0.285, 0.170, -0.184], [-0.126, 0.088, 0.058], [0.009, 0.084, -0.076], [0.421, -0.596, -0.363], [0.050, -0.073, -0.089], [0.584, -0.599, -0.691], [0.402, -0.142, 0.137], [0.056, -0.049, -0.117], [0.066, -0.132, 0.224], [-2.247, 0.222, -1.272]]
}


{
  "formula": "C10H13NO",
  "method": "wB97M-V/def2-TZVPD",
  "spin_multiplicity": 1,
  "total_charge": 0,
  "orbital_gap_ev": 9.33,
  "smiles": "N[C@@H]1CCc2ccc(O)cc2C1",
  "de_lowest_ev": 4.361,
  "elements": ["C", "C", "C", "C", "C", "C", "C", "C", "C", "C", "H", "H", "H", "H", "H", "H", "H", "H", "H", "H", "H", "H", "H", "N", "O"],
  "positions_angstrom": [[2.01251, -0.78326, 0.14394], [2.14292, 0.45292, -0.76202], [1.22261, 1.41576, -0.24547], [-0.31131, 0.81462, -0.38151], [-1.28371, 1.54746, -0.06949], [-2.59405, 1.18927, 0.13954], [-2.93608, -0.15969, 0.04842], [-1.71817, -1.02330, -0.00348], [-0.44489, -0.60898, -0.28736], [0.83514, -1.60495, -0.65796], [1.12233, 0.16450, 1.67262], [1.84493, -1.00711, 2.13406], [3.00558, -1.19912, 0.12040], [2.41865, 0.31055, -1.82668], [3.03663, 0.84729, -0.25052], [1.09031, 2.37816, -0.76019], [1.57132, 1.83734, 0.64060], [-1.07307, 2.51442, 0.38150], [-3.46498, 1.89867, 0.50130], [-4.02225, -1.54397, 0.20643], [-2.03239, -2.06016, -0.22542], [0.60343, -2.78309, -0.36166], [1.14489, -1.67818, -1.78301], [2.06999, -0.28903, 1.50950], [-4.24032, -0.63013, 0.11648]],
  "forces_ev_per_angstrom": [[0.781, -1.147, -2.755], [4.008, -0.149, 1.336], [-5.694, 1.904, -3.563], [8.520, -4.338, 0.861], [-4.898, 5.646, 2.907], [-4.389, -0.662, 0.776], [3.088, 1.125, 0.374], [-3.596, -1.167, -1.714], [0.795, -0.619, -2.087], [-1.049, -0.696, 2.050], [1.421, 0.287, -0.281], [0.647, -2.179, 1.210], [0.088, -1.355, -0.838], [-0.931, -0.042, 0.640], [0.757, -0.005, -1.049], [0.506, -0.314, -0.891], [-0.228, -0.187, 2.296], [0.184, 0.550, -0.858], [2.145, -1.115, -1.032], [-0.849, -1.592, 0.142], [0.724, 0.026, 0.630], [0.505, 3.210, -0.301], [-0.812, 0.614, 2.121], [-3.874, 1.275, 0.027], [2.148, 0.928, 0.000]]
}